This record from the Open Molecules 2025 dataset describes a molecular structure, C2H2N2O2 at a distorted geometry. The level of theory is ωB97M-V/def2-TZVPD.

```
8
Properties=species:S:1:pos:R:3:lowdin_charge:R:1
H 0.714 -0.347 1.337 0.267
C 0.459 -0.180 -0.038 -0.071
N -0.931 -0.593 -0.045 -0.459
N 1.021 2.309 -0.367 0.186
H 0.888 -0.975 -0.547 0.099
C 0.752 1.224 -0.170 -0.215
O -1.141 -1.661 -0.508 0.113
O -1.762 0.224 0.338 0.080
```

Computed properties:
orbital gap	0.4125	hartree
lowest unoccupied orbital energy	-0.74	eV
strongest force on any atom	6.7	eV/A
total energy	-9176.62054	eV
energy above the lowest of the compared OMol25 structures with the same formula, charge and spin	119.1	kcal/mol